a) Computed, not measured: a 13-piece molecular cluster, C40H116N10O13 overall, with ωB97M-V with the def2-TZVPD basis set.

Last column: Mulliken charge in e.
Geometry (Å):
C (-1.132, -2.770, -0.273)  -0.365
C (-1.652, -1.900, 0.834)  -0.423
C (-0.730, -2.037, 2.035)  0.139
O (-1.056, -1.097, 3.075)  -0.014
C (-0.558, -1.499, 4.367)  -0.664
N (-1.739, -0.567, 0.308)  0.320
H (-0.167, -2.322, -0.599)  -0.317
H (-1.799, -2.799, -1.098)  0.037
H (-1.029, -3.816, -0.060)  0.134
H (-2.689, -2.149, 1.182)  0.543
H (0.244, -1.749, 1.593)  -0.090
H (-0.692, -3.061, 2.404)  0.042
H (-0.751, -0.646, 5.030)  0.298
H (0.537, -1.598, 4.224)  0.050
H (-1.061, -2.456, 4.669)  0.232
H (-2.248, 0.050, 0.899)  -0.158
H (-0.787, -0.251, 0.171)  -0.192
C (-6.181, 6.012, 2.880)  -1.661
C (-6.051, 4.871, 1.845)  0.346
C (-4.703, 4.940, 1.142)  -0.583
O (-4.618, 3.838, 0.224)  -0.417
C (-3.288, 3.625, -0.222)  -0.291
N (-6.203, 3.584, 2.528)  -0.623
H (-6.329, 6.979, 2.432)  0.459
H (-5.339, 6.118, 3.551)  0.371
H (-7.049, 5.864, 3.534)  0.392
H (-6.841, 4.960, 1.045)  0.279
H (-3.822, 4.908, 1.830)  0.223
H (-4.612, 5.908, 0.593)  0.474
H (-2.897, 4.557, -0.689)  0.371
H (-3.342, 2.827, -0.964)  0.035
H (-2.673, 3.342, 0.655)  0.160
H (-5.662, 3.577, 3.389)  0.175
H (-5.872, 2.825, 1.962)  0.347
C (3.267, -3.545, 4.221)  -0.866
C (3.949, -2.459, 5.067)  0.066
C (5.247, -1.854, 4.523)  -1.067
O (4.971, -1.501, 3.168)  -0.012
C (6.066, -0.823, 2.555)  -0.686
N (2.921, -1.434, 5.437)  -0.500
H (4.044, -4.295, 3.988)  0.474
H (2.872, -3.104, 3.305)  -0.147
H (2.537, -3.985, 4.900)  0.403
H (4.257, -2.882, 6.022)  0.474
H (6.040, -2.597, 4.484)  0.455
H (5.616, -1.022, 5.106)  0.441
H (7.026, -1.318, 2.833)  0.344
H (6.155, 0.232, 2.928)  0.275
H (5.832, -0.691, 1.478)  0.073
H (2.674, -0.847, 4.654)  0.048
H (3.348, -0.771, 6.110)  0.284
C (-2.636, -0.686, -5.623)  -1.603
C (-2.690, -1.849, -4.641)  2.520
C (-3.964, -1.965, -3.820)  -1.273
O (-4.292, -0.700, -3.292)  -0.481
C (-5.642, -0.691, -2.618)  -0.814
N (-2.523, -3.165, -5.167)  -0.701
H (-2.428, 0.236, -5.040)  0.105
H (-3.476, -0.631, -6.314)  0.318
H (-1.793, -0.786, -6.321)  0.462
H (-1.928, -1.671, -3.879)  -1.201
H (-3.740, -2.671, -2.990)  0.327
H (-4.731, -2.365, -4.419)  0.621
H (-6.476, -0.590, -3.307)  0.277
H (-5.527, 0.284, -2.074)  0.214
H (-5.844, -1.507, -1.902)  0.322
H (-3.211, -3.444, -5.862)  0.263
H (-1.650, -3.261, -5.627)  0.313
C (5.295, 1.180, -3.793)  -1.487
C (5.728, 2.204, -2.797)  0.891
C (5.643, 1.765, -1.365)  -0.443
O (5.854, 2.912, -0.550)  -0.443
C (6.034, 2.443, 0.793)  -0.395
N (7.013, 2.654, -3.213)  -0.752
H (4.273, 0.871, -3.735)  0.199
H (5.942, 0.280, -3.676)  0.371
H (5.460, 1.486, -4.828)  0.401
H (5.056, 3.089, -2.830)  -0.027
H (6.331, 1.004, -1.105)  0.703
H (4.661, 1.378, -1.220)  -0.173
H (6.204, 3.250, 1.474)  0.403
H (6.886, 1.697, 0.874)  0.381
H (5.127, 1.887, 1.203)  -0.153
H (7.670, 1.886, -3.409)  0.292
H (7.520, 3.200, -2.501)  0.259
C (0.813, -2.174, -3.334)  -1.399
C (2.187, -2.832, -3.116)  1.665
C (2.154, -3.683, -1.854)  -1.876
O (2.357, -2.924, -0.667)  -0.060
C (3.763, -2.971, -0.290)  -0.855
N (2.470, -3.761, -4.208)  -0.838
H (0.439, -1.466, -2.555)  -0.243
H (0.048, -2.965, -3.483)  0.403
H (0.777, -1.518, -4.208)  0.579
H (2.969, -2.035, -3.047)  0.066
H (2.999, -4.387, -1.951)  0.713
H (1.186, -4.132, -1.795)  0.207
H (3.986, -3.942, 0.177)  0.238
H (3.910, -2.153, 0.435)  -0.059
H (4.389, -2.796, -1.179)  0.505
H (3.405, -4.199, -4.080)  0.311
H (2.628, -3.163, -5.036)  0.320
C (1.422, -5.726, 1.106)  -0.778
C (0.139, -6.491, 1.380)  0.510
C (0.527, -7.942, 1.690)  -1.046
O (1.194, -8.721, 0.734)  -0.331
C (0.435, -8.942, -0.474)  -0.651
N (-0.593, -6.041, 2.686)  -0.639
H (1.934, -5.670, 2.035)  0.367
H (1.135, -4.719, 0.843)  -0.118
H (2.103, -6.158, 0.375)  0.385
H (-0.573, -6.380, 0.522)  0.365
H (-0.406, -8.345, 2.046)  0.466
H (1.221, -7.988, 2.580)  0.285
H (0.264, -8.030, -1.062)  0.211
H (-0.539, -9.396, -0.263)  0.314
H (0.975, -9.623, -1.123)  0.274
H (-1.561, -5.842, 2.462)  0.306
H (-0.225, -5.221, 3.195)  0.138
C (-3.303, 1.827, 3.363)  -0.618
C (-3.880, 0.703, 4.214)  0.607
C (-5.228, 1.054, 4.803)  -0.842
O (-5.256, 2.347, 5.328)  -0.325
C (-6.515, 2.769, 5.879)  -0.833
N (-3.951, -0.595, 3.583)  -0.714
H (-3.260, 2.702, 4.011)  0.637
H (-4.020, 2.057, 2.537)  -0.242
H (-2.364, 1.651, 2.854)  -0.065
H (-3.242, 0.554, 5.093)  0.188
H (-5.503, 0.374, 5.651)  0.383
H (-5.962, 0.942, 3.993)  0.271
H (-7.323, 2.665, 5.151)  0.376
H (-6.457, 3.866, 6.094)  0.251
H (-6.724, 2.317, 6.874)  0.308
H (-2.999, -0.819, 3.371)  0.239
H (-4.416, -0.527, 2.678)  0.375
C (-0.884, 3.699, -2.852)  -0.602
C (-0.966, 2.898, -4.152)  0.833
C (-0.431, 3.650, -5.330)  -1.109
O (-1.422, 4.690, -5.553)  -0.308
C (-1.293, 5.533, -6.679)  -0.764
N (-0.216, 1.637, -3.989)  0.008
H (0.197, 3.761, -2.712)  0.003
H (-1.340, 3.084, -2.055)  -0.450
H (-1.316, 4.694, -3.012)  0.596
H (-2.030, 2.727, -4.394)  0.256
H (-0.363, 3.002, -6.193)  0.467
H (0.522, 4.125, -5.116)  0.382
H (-0.565, 6.348, -6.408)  0.271
H (-2.283, 5.900, -6.906)  0.243
H (-0.859, 5.030, -7.579)  0.286
H (-0.737, 0.990, -3.417)  -0.345
H (-0.193, 1.160, -4.909)  0.262
C (0.884, 4.789, 0.381)  -1.835
C (2.247, 4.116, 0.530)  0.513
C (2.086, 2.742, 1.134)  0.730
O (1.666, 2.924, 2.492)  -0.557
C (1.412, 1.652, 3.192)  -0.122
N (2.837, 4.014, -0.808)  -0.673
H (0.949, 5.828, 0.095)  0.463
H (0.301, 4.847, 1.289)  0.428
H (0.309, 4.245, -0.347)  0.326
H (2.968, 4.620, 1.159)  0.393
H (3.031, 2.217, 1.081)  -0.255
H (1.362, 2.184, 0.523)  -0.528
H (0.552, 1.114, 2.688)  0.074
H (1.171, 1.950, 4.226)  0.323
H (2.250, 0.979, 3.092)  -0.056
H (2.536, 4.847, -1.353)  0.242
H (3.835, 4.146, -0.789)  0.179
O (2.205, 1.511, -1.908)  -0.253
H (1.477, 1.615, -2.523)  -0.037
H (2.497, 2.427, -1.667)  0.089
O (-2.219, 0.670, -2.262)  -0.282
H (-3.079, 0.234, -2.415)  0.190
H (-1.952, 0.368, -1.375)  0.583
O (1.432, -0.409, -0.020)  1.717
H (1.848, -1.239, -0.247)  -0.407
H (1.870, 0.231, -0.630)  -0.385

The value obtained for the HOMO-LUMO gap is 9.28 eV. As for the charge: 0. The HOMO energy is -8.79 eV.

=====

b) Computed, not measured: a 13-piece molecular cluster, C40H116N10O13 overall, with ωB97M-V with the def2-TZVPD basis set.

Last column: Mulliken charge in e.
Geometry (Å):
O (-3.318, 0.915, -1.672)  -0.412
H (-3.974, 1.401, -2.171)  0.193
H (-3.827, 0.376, -1.066)  0.157
O (0.399, 4.379, 0.421)  -0.588
H (0.859, 3.593, 0.128)  0.393
H (0.499, 4.999, -0.301)  0.264
O (-2.342, -1.832, 2.590)  -0.759
H (-2.256, -1.236, 3.335)  0.467
H (-1.856, -1.405, 1.885)  0.437
C (0.342, -1.657, -0.962)  -0.968
C (0.498, -0.581, 0.049)  1.317
C (1.156, 0.684, -0.569)  -0.161
O (1.267, 1.830, 0.288)  -0.032
C (1.981, 1.648, 1.514)  0.030
N (-0.814, -0.272, 0.627)  0.416
H (-0.185, -1.300, -1.847)  -0.216
H (-0.056, -2.644, -0.729)  0.358
H (1.322, -1.918, -1.361)  0.353
H (1.101, -0.954, 0.877)  -1.190
H (0.617, 0.793, -1.511)  -0.580
H (2.157, 0.338, -0.826)  0.199
H (2.966, 1.221, 1.321)  0.194
H (1.455, 0.981, 2.197)  0.162
H (1.983, 2.648, 1.946)  -0.246
H (-0.647, 0.655, 0.990)  0.119
H (-1.450, -0.192, -0.154)  0.076
C (-1.628, 1.638, -4.651)  -0.864
C (-0.768, 2.988, -4.623)  0.993
C (-1.609, 4.209, -4.671)  -1.442
O (-2.466, 4.396, -3.533)  -0.165
C (-3.645, 5.090, -3.498)  -0.844
N (-0.008, 2.922, -3.442)  -0.213
H (-1.338, 0.891, -3.912)  -0.015
H (-1.703, 1.234, -5.661)  0.282
H (-2.642, 1.908, -4.357)  0.511
H (-0.070, 3.039, -5.459)  -0.294
H (-2.253, 4.017, -5.529)  0.490
H (-1.048, 5.120, -4.877)  0.434
H (-3.430, 6.023, -4.019)  0.371
H (-3.891, 5.348, -2.467)  0.214
H (-4.442, 4.447, -3.872)  0.281
H (0.426, 3.806, -3.219)  0.267
H (-0.751, 2.881, -2.759)  0.111
C (4.061, -6.550, -4.086)  -1.341
C (4.107, -5.222, -3.322)  0.462
C (2.728, -4.579, -3.101)  -0.023
O (2.027, -4.578, -4.325)  -0.489
C (1.642, -3.330, -4.856)  -0.605
N (4.886, -5.353, -2.067)  -0.627
H (3.625, -6.596, -5.084)  0.320
H (3.392, -7.240, -3.570)  0.240
H (5.009, -7.010, -4.361)  0.414
H (4.676, -4.450, -3.841)  0.233
H (2.922, -3.570, -2.737)  0.172
H (2.274, -5.036, -2.221)  -0.045
H (2.528, -2.696, -4.854)  0.437
H (0.815, -2.880, -4.306)  0.057
H (1.250, -3.434, -5.868)  0.324
H (5.810, -5.601, -2.390)  0.295
H (4.547, -6.203, -1.640)  0.148
C (-3.184, 1.445, 6.454)  -1.593
C (-2.691, 1.171, 5.024)  0.888
C (-1.463, 1.996, 4.636)  -0.549
O (-0.383, 1.831, 5.482)  -0.369
C (0.797, 2.485, 5.054)  -0.721
N (-2.392, -0.294, 4.871)  -0.547
H (-2.387, 1.830, 7.090)  0.254
H (-3.703, 0.689, 7.044)  0.406
H (-3.932, 2.225, 6.310)  0.405
H (-3.574, 1.370, 4.416)  -0.186
H (-1.674, 3.064, 4.700)  0.438
H (-1.165, 1.757, 3.615)  0.125
H (1.295, 2.052, 4.186)  -0.135
H (1.476, 2.814, 5.840)  0.414
H (0.533, 3.511, 4.799)  0.487
H (-1.534, -0.551, 5.338)  0.107
H (-3.184, -0.809, 5.229)  0.258
C (-5.308, 2.571, 0.210)  -1.267
C (-5.519, 1.483, 1.285)  0.944
C (-7.005, 1.134, 1.498)  -1.184
O (-7.210, 0.365, 2.730)  -0.249
C (-8.530, -0.049, 2.855)  -0.838
N (-4.584, 0.412, 1.014)  -0.381
H (-5.848, 3.427, 0.615)  0.578
H (-5.827, 2.229, -0.685)  0.180
H (-4.252, 2.806, 0.083)  0.258
H (-5.332, 1.730, 2.330)  -0.065
H (-7.476, 0.593, 0.677)  0.464
H (-7.615, 2.030, 1.605)  0.400
H (-8.735, -0.850, 2.144)  0.350
H (-9.384, 0.620, 2.966)  0.304
H (-8.463, -0.550, 3.820)  0.258
H (-3.707, 0.684, 1.434)  0.080
H (-4.969, -0.361, 1.538)  0.247
C (3.383, 5.549, 3.106)  -0.998
C (2.684, 6.367, 4.230)  0.117
C (3.094, 7.868, 4.395)  -0.760
O (2.304, 8.417, 5.428)  -0.279
C (2.314, 9.829, 5.595)  -0.714
N (1.342, 6.235, 3.878)  -0.489
H (3.129, 5.940, 2.120)  0.299
H (3.052, 4.523, 3.268)  -0.016
H (4.466, 5.549, 3.224)  0.429
H (2.683, 5.814, 5.170)  0.396
H (2.928, 8.444, 3.485)  0.382
H (4.127, 7.913, 4.740)  0.381
H (2.060, 10.253, 4.623)  0.311
H (3.285, 10.196, 5.930)  0.277
H (1.590, 10.140, 6.348)  0.232
H (0.796, 6.452, 4.700)  0.265
H (1.108, 6.988, 3.247)  0.198
C (2.185, 1.218, -6.806)  -1.518
C (2.492, 0.749, -5.402)  0.662
C (3.403, 1.533, -4.460)  -0.783
O (3.393, 0.956, -3.193)  -0.121
C (4.337, 1.494, -2.320)  -0.937
N (1.358, 0.288, -4.672)  -0.219
H (3.025, 1.393, -7.479)  0.390
H (1.528, 2.083, -6.722)  0.265
H (1.589, 0.392, -7.194)  0.354
H (2.897, -0.252, -5.557)  0.081
H (3.072, 2.562, -4.323)  0.229
H (4.426, 1.513, -4.838)  0.516
H (4.325, 1.118, -1.297)  0.173
H (4.254, 2.559, -2.102)  0.363
H (5.276, 1.213, -2.798)  0.426
H (0.752, 1.090, -4.571)  -0.171
H (1.576, 0.220, -3.688)  0.178
C (0.311, -4.264, 2.206)  -0.953
C (1.159, -5.526, 2.264)  0.652
C (1.904, -5.998, 0.937)  -0.671
O (1.979, -7.459, 0.945)  -0.386
C (2.474, -8.042, -0.214)  -0.642
N (2.130, -5.581, 3.395)  -0.741
H (-0.458, -4.358, 2.973)  0.463
H (-0.235, -4.241, 1.263)  0.478
H (0.874, -3.345, 2.372)  -0.176
H (0.424, -6.317, 2.405)  0.171
H (2.932, -5.651, 1.047)  0.400
H (1.460, -5.697, -0.012)  0.108
H (3.493, -7.719, -0.429)  0.164
H (1.813, -7.834, -1.055)  0.276
H (2.640, -9.116, -0.133)  0.365
H (1.664, -5.569, 4.291)  0.226
H (2.531, -6.508, 3.404)  0.253
C (-2.646, -2.534, -3.198)  -0.844
C (-3.038, -2.370, -4.645)  0.805
C (-2.814, -3.693, -5.455)  -0.799
O (-2.601, -3.352, -6.795)  -0.322
C (-2.313, -4.485, -7.583)  -0.727
N (-4.365, -1.867, -4.796)  -0.678
H (-3.231, -3.269, -2.645)  0.482
H (-2.708, -1.634, -2.586)  0.042
H (-1.594, -2.815, -3.239)  -0.041
H (-2.396, -1.667, -5.175)  0.043
H (-3.650, -4.371, -5.284)  0.330
H (-1.987, -4.253, -5.019)  0.319
H (-3.157, -5.072, -7.948)  0.286
H (-1.580, -5.097, -7.058)  0.301
H (-1.939, -4.127, -8.542)  0.259
H (-4.469, -1.776, -5.796)  0.308
H (-5.028, -2.528, -4.415)  0.301
C (1.021, -2.222, 5.186)  -0.701
C (2.219, -1.464, 5.772)  0.342
C (3.153, -0.790, 4.780)  0.112
O (3.688, -1.773, 3.876)  -0.365
C (4.070, -1.125, 2.599)  -0.279
N (1.687, -0.462, 6.686)  -0.729
H (0.481, -1.737, 4.373)  -0.015
H (0.385, -2.505, 6.025)  0.507
H (1.481, -3.133, 4.802)  -0.059
H (2.817, -2.212, 6.292)  0.412
H (4.026, -0.405, 5.307)  0.395
H (2.540, 0.012, 4.370)  -0.376
H (4.662, -1.806, 1.987)  0.420
H (4.688, -0.229, 2.647)  0.391
H (3.189, -0.743, 2.083)  -0.312
H (1.127, -0.963, 7.361)  0.336
H (0.973, 0.128, 6.283)  0.120

The value obtained for the HOMO-LUMO gap is 9.31 eV. As for the charge: 0. The HOMO energy is -8.80 eV.

=====

Most favorable structure: a). The second most favorable one is 4.415 eV above it.